No. 1
# C25H23HfN5O4S2

A molecular structure, C25H23HfN5O4S2 at a distorted geometry (the ωB97M-V functional and the def2-TZVPD basis, the OMol25 dataset).

The geometry in ORCA input format:
```
! RIJCOSX wB97M-V def2-TZVPD def2/J DEFGRID3
* xyz 0 1
Hf 0.00 0.00 0.00
O -2.15 -0.09 0.26
C -2.87 0.24 -0.74
C -4.24 -0.06 -0.84
C -5.03 0.30 -1.95
C -4.46 0.99 -3.01
C -3.11 1.32 -2.96
C -2.35 0.93 -1.85
C -0.94 1.35 -1.81
N 0.01 0.57 -2.20
C 1.31 1.23 -2.28
C 2.05 1.34 -0.95
N 2.19 0.08 -0.22
C 2.61 -0.94 -0.87
C 2.59 -2.28 -0.26
C 3.81 -2.98 -0.18
C 3.82 -4.26 0.38
C 2.63 -4.81 0.83
C 1.43 -4.09 0.71
C 1.35 -2.80 0.15
O 0.25 -2.17 0.02
H -4.69 -0.62 -0.03
H -6.08 0.02 -1.96
H -5.06 1.27 -3.87
H -2.64 1.84 -3.78
H -0.77 2.39 -1.49
H 1.21 2.23 -2.72
H 1.92 0.67 -3.01
H 1.51 2.03 -0.30
H 3.04 1.78 -1.11
H 3.00 -0.89 -1.90
H 4.72 -2.52 -0.53
H 4.75 -4.81 0.46
H 2.61 -5.80 1.27
H 0.50 -4.55 1.06
N 5.06 4.90 5.24
C 4.67 3.65 4.74
C 4.66 3.41 3.36
C 4.38 2.14 2.85
C 4.14 1.08 3.74
C 4.22 1.29 5.12
C 4.50 2.56 5.61
S 3.85 -0.55 3.07
O 4.88 -0.71 2.05
O 3.85 -1.48 4.19
N 2.42 -0.47 2.34
C 1.29 -0.34 2.95
S 0.96 -0.23 4.69
C -0.73 -0.12 4.39
C -0.90 -0.15 3.06
N 0.16 -0.26 2.22
H 4.84 5.66 4.61
H 4.71 5.07 6.18
H 4.87 4.22 2.66
H 4.35 1.97 1.78
H 4.07 0.46 5.80
H 4.57 2.71 6.68
H -1.49 -0.04 5.14
H -1.91 -0.09 2.68
H -0.10 1.94 0.24
*
```

Gap between HOMO and LUMO: 5.8800 eV
HOMO level: -7.59 eV
Largest force on an atom: 5.8 eV Å⁻¹


No. 2
# C25H24AsBrN2O9S2Sn

A molecular structure, C25H24AsBrN2O9S2Sn at a distorted geometry (the ωB97M-V functional and the def2-TZVPD basis, the OMol25 dataset).

The geometry in ORCA input format:
```
! RIJCOSX wB97M-V def2-TZVPD def2/J DEFGRID3
* xyz 0 1
Sn 0.76 0.99 -0.39
N -0.78 0.92 3.18
C -1.35 0.08 4.16
C -0.69 -0.15 5.36
C -1.27 -0.93 6.35
C -2.53 -1.48 6.16
C -3.17 -1.29 4.94
C -2.58 -0.54 3.93
C -3.26 -0.52 2.59
C -4.44 0.17 2.37
C -5.12 0.05 1.17
C -4.63 -0.77 0.17
C -3.45 -1.47 0.36
C -2.77 -1.34 1.56
H 0.11 1.30 3.48
H -1.40 1.67 2.90
H 0.29 0.29 5.53
H -0.74 -1.10 7.28
H -2.99 -2.06 6.93
H -4.14 -1.74 4.76
H -4.83 0.80 3.16
H -6.03 0.62 1.00
H -5.16 -0.87 -0.76
H -3.07 -2.14 -0.40
O 3.07 -2.21 -0.19
As 3.21 -1.04 1.12
O 1.55 -1.49 1.98
O 2.70 0.42 0.43
C 1.44 -2.76 2.38
C 2.38 -3.34 3.25
C 2.23 -4.62 3.72
C 1.13 -5.39 3.35
C 0.20 -4.88 2.47
C 0.37 -3.59 1.98
S -0.80 -2.99 0.85
O -1.66 -4.05 0.42
O -1.59 -2.04 1.86
O -0.21 -2.21 -0.21
H 2.25 -2.07 -0.68
H 3.24 -2.74 3.53
H 2.97 -5.04 4.39
H 1.00 -6.39 3.74
H -0.66 -5.45 2.14
C 2.47 0.12 -5.11
C 1.50 1.16 -4.62
C 1.55 2.48 -5.04
C 0.70 3.42 -4.48
C -0.17 2.99 -3.49
Br -1.33 4.22 -2.67
N -0.27 1.73 -3.10
C 0.55 0.84 -3.67
H 3.11 0.52 -5.89
H 1.94 -0.75 -5.51
H 3.09 -0.21 -4.28
H 2.28 2.80 -5.78
H 0.74 4.46 -4.76
H 0.43 -0.18 -3.31
C 3.55 3.74 0.22
S 2.18 3.57 -0.88
O 2.10 4.76 -1.69
O 0.99 3.35 0.00
O 2.39 2.33 -1.65
H 3.28 4.45 1.00
H 4.40 4.09 -0.35
H 3.73 2.74 0.64
*
```

Gap between HOMO and LUMO: 7.9656 eV
HOMO level: -8.43 eV
Largest force on an atom: 1.7 eV Å⁻¹


No. 3
# C25H24AuN5OS

A molecular structure, C25H24AuN5OS at a distorted geometry (the ωB97M-V functional and the def2-TZVPD basis, the OMol25 dataset).

The geometry in ORCA input format:
```
! RIJCOSX wB97M-V def2-TZVPD def2/J DEFGRID3
* xyz 0 1
Au -0.11 -1.71 1.06
S 2.43 5.20 0.35
N 3.26 3.81 0.40
C 2.44 2.79 0.59
C 3.01 1.46 0.50
C 4.39 1.32 0.63
C 5.02 0.17 0.22
C 4.24 -0.80 -0.40
N 2.93 -0.73 -0.48
C 2.28 0.33 0.01
C 0.23 1.00 1.22
N -0.87 0.18 1.65
C -2.04 0.70 1.84
C -2.33 2.07 1.69
C -1.33 2.94 1.30
C -0.05 2.45 1.05
C 1.07 3.25 0.73
N 0.97 4.57 0.60
H 4.96 2.16 1.02
H 6.09 0.03 0.34
H 4.68 -1.69 -0.84
H -2.83 0.01 2.13
H -3.33 2.43 1.88
H -1.51 4.00 1.19
N -2.60 -5.33 1.45
C -1.75 -4.31 1.23
O -2.18 -3.20 0.95
C -0.28 -4.64 1.37
C 0.62 -3.61 0.68
H -3.59 -5.16 1.42
H -2.28 -6.25 1.71
H -0.10 -5.65 1.01
H -0.08 -4.64 2.45
H 0.63 -3.81 -0.39
H 1.65 -3.74 1.03
C 0.48 -0.87 -2.20
C 0.20 0.41 -1.39
C 0.91 1.55 -2.18
C 0.83 0.30 0.00
C -1.29 0.67 -1.31
C -1.83 1.94 -1.47
C -3.19 2.17 -1.39
C -4.06 1.11 -1.16
C -3.55 -0.16 -1.02
C -2.18 -0.38 -1.09
H 1.56 -0.98 -2.33
H 0.01 -0.80 -3.17
H 0.13 -1.75 -1.68
H 1.94 1.27 -2.39
H 0.93 2.49 -1.64
H 0.40 1.69 -3.13
H 1.00 0.89 2.01
H -1.19 2.79 -1.66
H -3.58 3.17 -1.49
H -5.13 1.29 -1.10
H -4.21 -1.00 -0.84
H -1.82 -1.38 -0.94
*
```

Gap between HOMO and LUMO (alpha / beta): 4.3549 / 4.3765 eV
HOMO level (alpha / beta): -6.02 / -6.04 eV
Largest force on an atom: 1.5 eV Å⁻¹